[1]
45
Properties=species:S:1:pos:R:3 method="wB97M-V/def2-TZVPD" de_lowest_ev=4.619 spin_multiplicity=1 energy_ev=-31659.0170 smiles="O=C1N=c2nccc(Oc3ccc4c(c3)OCCN4)c2=C2CCCC[C@H]12"
O 4.937 2.336 -1.051
N 3.851 0.549 -1.834
N 2.916 -1.327 -2.375
O -0.918 -0.251 -1.193
O -0.665 -2.877 2.836
C 3.854 1.810 -1.260
C 1.359 1.735 -1.067
C 1.906 -2.162 -2.484
C -2.895 -1.116 -0.191
C -0.738 -1.636 0.844
C -3.529 -1.767 0.837
C 0.620 -1.789 -2.122
C -1.481 -1.005 -0.181
C -1.402 -2.337 1.862
C -2.800 -2.375 1.859
C 0.362 -0.507 -1.620
C 2.714 -0.106 -1.888
C 1.466 0.412 -1.498
N -3.493 -3.090 2.844
C -1.373 -3.397 4.026
C 0.023 2.504 -0.783
C 2.589 2.541 -0.794
C -2.689 -4.075 3.610
C 0.081 3.946 -1.395
C 2.596 3.930 -1.455
C 1.359 4.739 -1.081
H 2.061 -3.159 -2.888
H -3.444 -0.635 -0.980
H 0.323 -1.595 0.787
H -4.628 -1.824 0.890
H -0.172 -2.533 -2.258
H -4.478 -3.290 2.605
H -0.746 -4.156 4.453
H -1.555 -2.662 4.769
H -0.839 1.975 -1.175
H -0.117 2.530 0.314
H 2.622 2.656 0.306
H -2.494 -5.005 3.066
H -3.250 -4.348 4.500
H -0.039 3.852 -2.470
H -0.749 4.546 -1.069
H 3.503 4.510 -1.169
H 2.652 3.772 -2.541
H 1.343 4.952 -0.001
H 1.359 5.732 -1.584



[2]
24
Properties=species:S:1:pos:R:3 method="wB97M-V/def2-TZVPD" de_lowest_ev=1.450 spin_multiplicity=1 energy_ev=-10934.4598 smiles="C/N=C/C(C)C.[H]/N=C/N"
C -0.603 -0.095 -1.449
C 1.228 1.035 1.560
C -0.196 -1.124 -0.466
C -0.141 -2.165 1.620
C -1.446 1.057 -0.953
C 0.421 0.265 -2.503
N -0.618 -1.141 0.738
N 1.521 1.388 0.374
N 0.079 1.450 2.160
H 2.441 1.081 0.078
H 1.877 0.445 2.222
H -0.297 0.863 2.888
H -0.600 1.861 1.544
H -1.298 -0.989 -1.828
H 0.620 -1.786 -0.805
H -0.980 -2.802 1.907
H 0.651 -2.798 1.189
H 0.244 -1.705 2.529
H -2.064 1.450 -1.760
H -0.785 1.856 -0.627
H -2.083 0.738 -0.134
H -0.059 0.759 -3.347
H 0.957 -0.611 -2.863
H 1.133 0.966 -2.074



[3]
58
Properties=species:S:1:pos:R:3 method="wB97M-V/def2-TZVPD" de_lowest_ev=0.000 spin_multiplicity=2 charge=+2 energy_ev=-46226.2816
Tc 0.968 -0.759 -0.248
O 2.467 -3.929 1.642
C 1.986 -2.869 1.434
O 2.007 -2.271 0.198
C 1.302 -1.989 2.418
C 1.203 -2.305 3.754
C 0.564 -1.402 4.593
C 0.051 -0.235 4.051
C 0.183 0.001 2.693
N 0.807 -0.860 1.887
H 1.628 -3.235 4.105
H 0.467 -1.608 5.651
H -0.457 0.494 4.666
H -0.238 0.885 2.242
O 2.263 -1.210 -1.983
C 1.623 -1.284 -3.273
C 0.588 -0.203 -3.291
C 0.141 0.345 -4.479
C -0.877 1.282 -4.451
C -1.425 1.635 -3.228
C -0.930 1.047 -2.084
N 0.073 0.153 -2.102
H 2.752 -2.023 -1.775
H 1.144 -2.259 -3.393
H 2.364 -1.145 -4.056
H 0.590 0.034 -5.413
H -1.240 1.726 -5.369
H -2.231 2.351 -3.155
H -1.358 1.266 -1.116
F 4.184 5.297 -0.863
C 3.685 4.951 0.325
F 2.871 5.916 0.746
F 4.694 4.829 1.189
C 2.951 3.627 0.204
C 3.655 2.498 -0.192
C 2.977 1.307 -0.309
N 1.659 1.200 -0.037
C 0.988 2.292 0.342
C 1.598 3.526 0.469
H 4.713 2.542 -0.412
H 3.487 0.407 -0.630
H -0.070 2.181 0.534
H 1.020 4.387 0.772
C -4.158 -2.063 -0.842
C -3.465 -1.732 0.487
C -3.492 -2.947 1.426
C -4.159 -0.531 1.159
C -2.073 -1.351 0.234
C -0.907 -1.048 0.023
H -5.200 -2.321 -0.650
H -3.681 -2.913 -1.331
H -4.136 -1.209 -1.520
H -4.528 -3.225 1.623
H -3.012 -2.718 2.379
H -2.989 -3.804 0.977
H -5.194 -0.799 1.369
H -4.160 0.344 0.507
H -3.676 -0.272 2.102



[4]
86
Properties=species:S:1:pos:R:3 method="wB97M-V/def2-TZVPD" spin_multiplicity=6 charge=+1 energy_ev=-517497.0211
Fe 0.244 0.551 -0.489
Br -2.765 -1.179 2.225
B -2.359 -2.680 1.050
B -3.234 -4.205 1.165
C -2.089 -5.370 0.710
B -1.538 -4.105 1.690
B -0.520 -4.805 0.404
B -1.596 -5.336 -0.911
B -3.270 -4.956 -0.443
B -3.434 -3.196 -0.281
Br -5.067 -2.224 -0.685
B -2.413 -3.912 -1.583
Br -2.898 -3.745 -3.453
B -0.702 -3.825 -1.052
Br 0.742 -3.544 -2.328
B -0.684 -3.051 0.560
Br 0.762 -1.823 1.064
B -1.834 -2.523 -0.644
Br -1.572 -0.817 -1.624
H -4.077 -4.447 1.951
H -2.177 -6.341 1.172
H -1.254 -4.273 2.821
H 0.434 -5.437 0.689
H -1.359 -6.329 -1.499
H -4.138 -5.702 -0.719
N 7.439 1.677 2.203
C 6.126 1.826 2.102
C 5.255 0.982 2.864
C 3.907 1.127 2.742
C 3.403 2.104 1.868
C 4.239 2.963 1.122
C 5.587 2.828 1.230
S 1.650 2.298 1.691
O 1.034 1.225 2.404
O 1.399 3.659 2.055
N 1.430 2.052 0.108
C 1.116 3.004 -0.845
N 1.675 4.203 -0.883
C 1.260 4.979 -1.886
C 0.350 4.561 -2.846
C -0.128 3.268 -2.736
N 0.249 2.496 -1.720
H 7.841 0.981 2.813
H 8.074 2.259 1.677
H 5.680 0.228 3.514
H 3.214 0.490 3.274
H 3.793 3.711 0.475
H 6.261 3.462 0.668
H 1.689 5.973 -1.924
H 0.046 5.206 -3.656
H -0.807 2.829 -3.456
C 4.237 -3.076 -1.219
C 4.971 -1.746 -1.194
C 4.178 -0.573 -1.799
C 5.057 0.698 -1.749
C 4.371 1.965 -2.244
C 3.887 -0.860 -3.257
O 4.742 -1.217 -4.028
N 2.605 -0.604 -3.682
C 1.553 -0.112 -2.933
O 0.559 0.311 -3.471
N 1.719 -0.086 -1.544
C 2.943 -0.292 -0.952
O 3.085 -0.168 0.254
H 4.847 -3.854 -0.760
H 4.020 -3.392 -2.240
H 3.294 -3.027 -0.672
H 5.903 -1.817 -1.755
H 5.213 -1.469 -0.166
H 5.944 0.487 -2.348
H 5.372 0.819 -0.709
H 4.050 1.869 -3.283
H 5.054 2.814 -2.198
H 3.493 2.211 -1.638
H 2.420 -0.692 -4.673
C -3.408 1.739 0.040
C -2.147 2.118 0.866
C -1.770 3.575 0.691
O -1.158 1.237 0.461
H -4.206 2.397 0.381
H -3.689 0.702 0.202
H -3.217 1.913 -1.019
H -2.369 1.860 1.909
H -1.627 3.814 -0.364
H -0.867 3.822 1.246
H -2.584 4.190 1.073



[5]
23
Properties=species:S:1:pos:R:3 method="wB97M-V/def2-TZVPD" de_lowest_ev=1.019 spin_multiplicity=1 energy_ev=-8991.4707 smiles="C=CCCC[C@H](C)N"
C -1.104 -2.121 1.369
C 0.125 -1.553 0.670
C 0.195 -0.044 0.938
C -0.790 0.728 0.047
C -0.300 0.921 -1.396
C 0.671 2.060 -1.506
C 0.667 3.036 -2.390
N 1.353 -2.123 1.296
H -0.934 -2.112 2.448
H -2.086 -1.736 1.093
H -1.161 -3.212 1.202
H 0.237 -1.764 -0.391
H -0.062 0.094 1.989
H 1.207 0.310 0.730
H -1.783 0.277 0.106
H -0.884 1.728 0.420
H 0.109 0.060 -1.931
H -1.191 1.257 -1.929
H 1.482 2.093 -0.775
H 1.463 3.775 -2.351
H 0.073 3.181 -3.285
H 1.456 -1.731 2.226
H 1.258 -3.124 1.419



[6]
18
Properties=species:S:1:pos:R:3 method="wB97M-V/def2-TZVPD" de_lowest_ev=7.282 spin_multiplicity=1 energy_ev=-13420.0915 smiles="CC=C=C(C)/N=C/[N+](=O)[O-]"
C 1.068 0.132 0.204
C -2.110 -1.029 -1.098
C -0.222 -0.266 0.186
C -0.827 -0.474 1.669
C 2.841 1.803 0.416
C 2.290 0.426 0.538
N -0.851 -0.641 -0.954
N -2.674 -1.143 -2.383
O -1.930 -1.231 -3.350
O -3.915 -1.163 -2.455
H -1.259 -1.391 1.560
H -1.579 0.338 1.731
H 0.073 -0.260 2.251
H 3.788 1.950 -0.200
H 3.168 2.032 1.378
H 1.978 2.327 0.098
H 3.123 -0.210 0.724
H -2.963 -1.199 -0.316